(1)
Computed, not measured: a gas-phase ion, C10H17N2O (charge +1), with wB97M-V/def2-TZVPD.

Geometry as XYZ:
```
30
Properties=species:S:1:pos:R:3:mulliken_charge:R:1
C 0.592 -4.044 0.108 -0.90
C 0.017 -2.831 0.040 0.35
C 0.597 -1.743 -0.824 -1.07
N 0.075 -0.470 -0.734 -0.15
C -0.919 0.020 -1.283 1.02
C -1.888 -0.686 -2.189 -1.19
C -1.306 1.404 -0.910 -0.10
O -2.295 1.967 -1.202 -0.44
N -0.230 2.012 -0.061 0.17
C 0.105 3.338 -0.647 -1.31
C 0.378 1.485 0.952 1.29
C 1.630 2.056 1.475 -1.51
C -0.334 0.500 1.797 -1.24
H 0.250 -4.968 0.626 0.27
H 1.446 -4.338 -0.537 0.24
H -1.008 -2.738 0.507 0.26
H 0.454 -2.269 -1.771 0.33
H 1.727 -1.722 -0.552 0.36
H -2.088 -0.008 -3.080 0.36
H -2.895 -0.729 -1.740 0.32
H -1.533 -1.715 -2.336 0.33
H 0.779 3.291 -1.565 0.30
H -0.933 3.813 -0.870 0.38
H 0.549 3.917 0.053 0.59
H 2.228 1.086 1.844 0.35
H 1.286 2.727 2.226 0.41
H 2.189 2.629 0.748 0.44
H -1.344 0.192 1.432 0.30
H -0.496 1.164 2.642 0.44
H 0.332 -0.353 1.953 0.40
```

Its relative energy (zero: lowest compared OMol25 entry of this formula, charge and spin) is 318.87 kJ/mol. Its SMILES is C=CC/N=C(\C)C(=O)[N+](C)=C(C)C. The total energy is -15664.00679 eV. The charge is +1. Its gap between HOMO and LUMO is 0.29940 Ha.


(2)
Computed, not measured: 2 unconnected molecules or ions with the total composition C10H17N2O2, with wB97M-V/def2-TZVPD.

Geometry as XYZ:
```
31
Properties=species:S:1:pos:R:3:mulliken_charge:R:1
C -0.709 0.055 -3.887 -1.09
C -0.726 -3.913 0.741 -0.02
C 0.702 -0.094 -3.357 0.70
C 0.642 -0.708 -2.236 0.08
C -0.004 0.166 -0.035 0.50
C 2.118 0.049 -3.987 -1.10
C -0.912 1.874 2.138 -1.24
C -1.242 -0.419 3.032 -1.59
C 1.129 0.610 2.912 -1.54
C -0.310 0.539 2.383 1.43
N -0.076 -3.307 0.034 -0.44
N 0.468 -0.911 -1.009 -0.05
O -0.214 1.218 -0.441 -0.52
O -0.155 -0.386 1.073 -0.38
H -0.819 1.030 -4.340 0.35
H -0.974 -0.707 -4.672 0.32
H -1.363 -0.043 -3.125 0.38
H -1.305 -4.494 1.451 0.33
H 2.237 -0.677 -4.726 0.35
H 2.222 0.960 -4.463 0.40
H 2.747 0.068 -3.087 0.35
H -0.075 2.603 2.099 0.34
H -1.294 1.875 1.153 0.34
H -1.551 1.937 3.039 0.41
H -0.907 -1.392 3.024 0.42
H -2.270 -0.492 2.518 0.28
H -1.270 -0.061 4.131 0.43
H 1.775 1.231 2.260 0.39
H 1.298 1.104 3.913 0.38
H 1.516 -0.404 2.956 0.37
H 0.400 -1.858 -0.569 0.41
```

Its relative energy (zero: lowest compared OMol25 entry of this formula, charge and spin) is 133.32 kJ/mol. The total energy is -17707.32206 eV. As for the spin multiplicity: 3. The charge is +1. Its gap between HOMO and LUMO (alpha / beta) is 0.26543 / 0.27341 Ha.


(3)
Computed, not measured: C10H17N3 in the gas phase, with wB97M-V/def2-TZVPD.

Geometry as XYZ:
```
30
Properties=species:S:1:pos:R:3:mulliken_charge:R:1
C 3.022 0.849 1.229 -0.32
C 1.303 -0.240 0.075 0.12
C 3.046 0.344 -0.992 -0.39
C 1.925 -1.642 0.102 -0.68
C 0.700 -2.612 -0.067 -0.72
C -0.391 -1.686 -0.688 -0.78
C -0.977 1.681 1.046 -1.17
C -0.714 1.431 -1.545 -1.35
C -2.615 0.294 -0.181 -1.75
C -1.135 0.781 -0.170 1.35
N 1.834 0.439 1.227 -0.52
N 3.705 0.878 0.022 0.00
N -0.189 -0.505 0.044 0.17
H 3.520 1.076 2.172 0.44
H 2.638 -1.864 -0.762 0.30
H 2.587 -1.736 1.008 0.35
H 0.889 -3.600 -0.631 0.35
H 0.299 -2.730 1.008 0.29
H -0.203 -1.422 -1.688 0.46
H -1.354 -2.170 -0.631 0.40
H -1.641 1.351 2.005 0.24
H 0.111 1.649 1.323 0.32
H -1.328 2.731 0.839 0.33
H -1.108 0.960 -2.423 0.36
H 0.364 1.618 -1.384 0.38
H -1.172 2.508 -1.666 0.37
H -2.594 -0.586 -0.854 0.42
H -3.012 -0.083 0.762 0.38
H -3.251 1.118 -0.517 0.41
H 4.724 1.060 0.045 0.26
```

Its relative energy (zero: lowest compared OMol25 entry of this formula, charge and spin) is 514.69 kJ/mol. The total energy is -15109.71721 eV. Its gap between HOMO and LUMO (alpha / beta) is 0.29126 / 0.29126 Ha.